1.
Here is 14 unconnected molecules or ions with the total composition C8H24B2O28 from the Open Molecules 2025 dataset. Energies are from ωB97M-V/def2-TZVPD.

```
62
Properties=species:S:1:pos:R:3:forces:R:3
O 12.7155 10.0027 11.7251 1.3 0.2 -1.2
C 13.6878 10.0883 10.9944 -0.8 -0.5 1.1
O 14.7395 9.2875 11.0053 -0.2 -0.1 0.8
B 15.8106 9.7602 10.1316 -0.3 0.0 0.3
O 15.1376 10.8289 9.3489 -0.5 0.6 0.3
C 13.9473 11.1208 9.8871 -0.8 2.2 -1.2
O 13.2109 12.0597 9.5585 1.7 -2.4 0.7
O 16.2729 8.6621 9.2940 0.0 0.1 -0.4
C 17.5869 8.6417 9.2988 1.0 0.7 0.7
O 18.3287 7.9162 8.7099 -0.1 -0.5 -0.4
C 18.0815 9.7740 10.2810 0.7 -0.8 -0.6
O 17.0407 10.2492 10.8679 -2.5 0.6 -0.1
O 19.2097 10.1262 10.4694 0.5 -0.2 -0.2
O 16.5841 6.9152 11.7647 -0.4 -0.4 -0.7
C 15.9783 6.0650 11.1697 1.0 -0.4 0.8
O 16.0373 5.7536 9.8999 -0.1 0.5 -0.4
B 15.1350 4.6260 9.6038 0.4 0.3 0.5
O 14.8262 4.0697 10.9171 -0.4 -0.6 -0.2
C 15.2070 4.9047 11.8435 -0.5 -0.2 2.9
O 15.0156 4.7460 13.0569 0.4 0.4 -2.7
O 13.9262 5.0642 8.9110 0.4 0.0 -1.0
C 14.1046 4.7982 7.6283 -4.2 1.9 -1.9
O 13.3010 5.1749 6.7411 2.6 -1.4 2.1
C 15.3005 3.9026 7.4374 1.1 -0.8 0.0
O 15.7842 3.6997 8.6894 0.2 -0.4 -2.1
O 15.6858 3.4494 6.3724 -0.2 0.5 2.2
O 15.1427 0.0817 6.7283 -0.1 -0.2 -0.1
H 15.2204 0.9912 6.4287 0.0 0.1 -0.1
H 15.1055 0.1448 7.6878 0.1 0.2 0.3
O 10.9868 4.6560 10.2190 -0.2 -0.1 0.4
H 11.8471 5.0712 10.3085 0.1 0.0 -0.1
H 10.7433 4.8047 9.2968 0.1 0.0 -0.2
O 16.4157 1.9888 12.8490 0.0 -0.2 -0.1
H 15.8998 2.5261 13.4559 -0.1 0.0 0.1
H 17.0595 2.5975 12.4729 0.2 0.1 -0.1
O 18.2502 2.3009 9.5317 0.2 -0.2 0.0
H 18.7453 2.9853 9.9887 -0.1 0.0 0.2
H 17.5734 2.7834 9.0503 -0.2 0.0 -0.1
O 18.7409 1.9557 5.7729 0.2 -0.1 -0.1
H 17.8037 1.8948 5.9768 -0.1 0.0 0.1
H 18.8177 2.7435 5.2306 0.0 0.1 0.0
O 14.3824 2.8215 3.9572 -0.1 -0.2 -0.5
H 15.0921 3.2690 4.4261 -0.1 0.1 0.2
H 13.5870 3.0833 4.4258 0.0 0.1 0.1
O 14.2377 7.4309 13.7929 -0.1 0.1 0.1
H 13.3265 7.6193 13.5556 0.0 0.2 -0.1
H 14.4797 6.6674 13.2548 0.1 0.1 0.4
O 18.6503 4.1906 11.8804 0.0 -0.1 -0.2
H 19.5557 4.0163 12.1479 0.1 0.0 0.1
H 18.7017 4.9997 11.3618 -0.1 0.3 0.0
O 14.8665 0.8604 9.7977 -0.2 -0.1 -0.3
H 14.0587 0.4611 10.1279 -0.1 0.0 0.1
H 15.0929 1.5276 10.4541 0.3 0.1 0.2
O 10.5833 4.5409 7.4199 -0.3 -0.1 -0.2
H 11.3870 4.7296 6.9185 0.3 0.3 0.1
H 10.5323 3.5824 7.4436 0.0 -0.1 0.0
O 13.4559 2.4769 13.9825 -0.1 -0.2 0.1
H 13.8908 3.0332 13.3261 0.0 0.4 0.0
H 12.7877 1.9978 13.4881 -0.1 -0.1 0.0
O 17.3995 8.6791 13.8061 0.4 0.2 0.3
H 17.2613 8.0620 13.0804 -0.2 0.0 0.0
H 16.5113 8.9127 14.0857 -0.2 -0.1 -0.1
```
Forces are in eV/Å.

- LUMO energy: 3.3 eV
- Spin multiplicity: 1
- HOMO-LUMO gap: 0.3098 Ha
- Total energy: -2476.33556 hartree
- ΔE to the lowest compared entry with this formula, charge and spin: 111.5 kJ/mol
- Net charge: -2

2.
Here is a molecular structure, C42H105BCdF4K2N7O4S from the Open Molecules 2025 dataset. Energies are from ωB97M-V/def2-TZVPD.

```
167
Properties=species:S:1:pos:R:3:forces:R:3
K 2.2436 1.2664 1.7299 0.1 0.2 -0.4
K -1.0067 -1.0550 2.3210 -0.4 -0.3 -0.1
Cd 1.1312 0.7491 -2.9384 -0.7 1.5 -2.1
S 0.0413 0.0172 -0.6036 -0.3 1.1 -1.7
O 0.7294 1.2762 -1.0068 0.0 2.5 3.6
O 0.8552 -0.6664 0.3712 0.9 -1.2 1.8
O -1.3085 0.2246 -0.1206 -0.4 0.0 0.5
O 0.0814 -0.6117 -1.9440 -2.5 -4.3 1.1
B 3.4199 1.0396 -3.3732 2.6 -0.3 -0.3
F 3.0384 2.1244 -2.5850 0.3 0.6 0.2
F 2.5657 1.0410 -4.5060 1.0 0.4 -1.3
F 4.7521 0.9870 -3.6582 -0.4 0.3 -0.1
F 3.0348 -0.1456 -2.6655 1.2 -0.8 0.4
C -2.8220 2.5080 -4.0131 0.4 0.4 0.3
C -1.5598 2.0499 -3.2699 0.1 -0.4 -0.2
N -0.4093 1.6177 -4.1344 -1.3 0.1 -1.2
C -0.0087 2.6416 -5.1086 -0.1 1.2 -0.3
C 0.5640 3.8905 -4.4452 -0.1 -0.3 0.0
C -0.8341 0.4094 -4.8591 -0.4 -1.4 -1.2
C 0.2473 -0.4600 -5.5243 0.3 0.4 0.3
H -3.6441 2.4645 -3.2980 -0.1 0.1 -0.1
H -3.0882 1.9128 -4.8834 0.1 -0.3 0.1
H -2.7244 3.5332 -4.3741 0.0 0.1 0.1
H -1.1780 2.7752 -2.5512 -0.2 0.3 -0.2
H -1.7948 1.1770 -2.6598 0.0 -0.1 0.0
H 0.7035 2.2604 -5.8382 0.1 -0.4 0.3
H -0.8606 2.9635 -5.7213 -0.2 -0.3 0.2
H 0.7934 4.6273 -5.2140 0.1 0.0 0.0
H -0.1610 4.3492 -3.7718 0.0 0.0 0.1
H 1.4702 3.6423 -3.8912 0.0 0.2 0.0
H -1.5708 0.6205 -5.6411 0.0 0.4 0.1
H -1.3155 -0.3036 -4.1855 -0.2 0.5 0.4
H 0.9695 0.0660 -6.1459 -0.1 0.2 0.1
H -0.2310 -1.2001 -6.1640 -0.1 0.0 0.1
H 0.7992 -0.9998 -4.7495 0.1 -0.2 -0.2
C -0.0291 4.1574 0.5397 0.1 0.1 0.6
C 1.3614 4.3372 -0.0218 0.5 -0.2 -0.7
N 2.4757 4.0431 0.8890 -0.2 -0.8 -0.1
C 2.4371 4.6893 2.2064 -0.7 0.0 -1.1
C 2.5719 6.1974 2.1832 0.5 0.5 0.7
C 3.7203 4.2211 0.1374 0.2 0.6 0.1
C 4.9794 3.8855 0.9001 0.1 -0.5 0.2
H -0.7758 4.2775 -0.2423 0.0 0.0 0.0
H -0.2495 4.8794 1.3315 -0.1 0.2 -0.2
H -0.1685 3.1765 1.0025 0.1 -0.1 -0.3
H 1.5279 3.6548 -0.8603 -0.3 -0.2 0.1
H 1.4831 5.3106 -0.5226 -0.1 0.3 0.5
H 3.1956 4.1696 2.7933 0.0 0.4 0.4
H 1.4418 4.4788 2.6111 0.2 -0.3 0.3
H 3.4909 6.5307 1.6992 0.0 0.0 0.0
H 2.6021 6.5570 3.2164 0.1 0.0 -0.1
H 1.7411 6.7309 1.7215 -0.1 -0.3 -0.2
H 3.6948 3.6006 -0.7594 -0.3 0.1 0.0
H 3.7897 5.2730 -0.1780 0.0 0.0 -0.3
H 5.0940 4.5079 1.7882 0.2 -0.1 0.0
H 4.9921 2.8284 1.1912 -0.2 0.1 0.2
H 5.8635 3.9813 0.2700 -0.1 0.3 -0.1
C -5.1159 -1.0530 2.8347 -0.4 -0.1 0.8
C -4.5867 0.1604 3.6064 -1.1 -0.1 -0.7
N -3.2191 -0.0219 4.0763 0.3 0.2 -0.6
C -3.2626 -0.7880 5.3200 1.1 -0.8 0.5
C -1.8612 -1.0987 5.8831 -0.2 0.1 -0.2
C -2.4820 1.2404 4.1203 0.6 1.0 0.0
C -2.3140 1.9365 2.7515 -0.4 -0.1 -0.3
H -5.0255 -1.9556 3.4432 0.3 -0.2 -0.3
H -4.6344 -1.1484 1.8616 0.2 -0.1 0.1
H -6.1897 -0.9576 2.6583 0.0 0.2 -0.1
H -4.7611 0.9772 2.9020 0.8 0.3 0.2
H -5.2333 0.4180 4.4572 -0.1 -0.2 0.0
H -3.9238 -0.3760 6.0923 0.1 0.5 0.0
H -3.6746 -1.7827 5.1373 -0.3 0.2 -0.4
H -1.2530 -1.5988 5.1205 0.0 0.1 -0.1
H -1.3330 -0.2145 6.2357 0.0 0.0 0.1
H -1.9162 -1.8235 6.6949 -0.2 0.2 0.1
H -1.4656 1.1442 4.5193 -0.1 -0.7 0.1
H -2.9085 1.9702 4.8255 -0.4 0.0 -0.1
H -1.7410 1.4067 1.9841 0.0 -0.3 0.2
H -1.8310 2.9132 2.8106 0.0 0.0 0.5
H -3.2784 2.1163 2.2771 0.0 0.1 0.0
C 4.8403 0.1059 -0.0830 -0.5 -0.9 -0.1
C 5.5717 -0.0003 1.2231 1.0 0.0 -0.5
N 4.6513 -0.1591 2.3228 -0.5 0.4 1.3
C 3.8920 -1.4272 2.3652 0.2 -0.3 -0.3
C 4.7611 -2.6916 2.2950 -0.2 0.1 0.1
C 5.3294 0.0614 3.6234 -0.8 0.3 -0.2
C 5.5985 1.5343 3.9154 0.1 -0.1 -0.2
H 5.5110 0.1476 -0.9381 -0.1 0.3 0.0
H 4.1254 0.9305 -0.0622 0.3 0.3 -0.4
H 4.2282 -0.7919 -0.2030 0.0 0.0 -0.3
H 6.3503 -0.7807 1.1958 -0.3 -0.3 -0.1
H 6.2036 0.8851 1.3450 -0.4 0.2 0.4
H 3.2557 -1.4497 3.2564 0.4 0.2 0.4
H 3.1154 -1.4736 1.5906 0.4 0.1 -0.4
H 4.1318 -3.5714 2.4208 0.1 -0.1 -0.2
H 5.2897 -2.7322 1.3433 -0.2 -0.2 -0.1
H 5.5256 -2.7599 3.0705 -0.1 0.3 0.1
H 6.2627 -0.5083 3.6618 0.0 0.0 0.2
H 4.6324 -0.3148 4.3738 0.3 -0.2 0.2
H 6.0358 1.6462 4.9074 0.3 0.0 -0.1
H 4.7071 2.1673 3.9375 -0.2 -0.3 -0.2
H 6.2588 1.9281 3.1435 0.2 0.3 0.3
C -3.9149 4.3098 -0.6588 0.0 -0.4 -0.9
C -5.1607 3.5381 -0.2590 -0.1 0.4 0.1
N -5.3247 2.2727 -0.9553 0.4 0.2 -0.2
C -4.2177 1.3596 -0.6510 -0.4 -0.2 0.2
C -4.3484 0.0427 -1.4068 0.2 0.1 0.1
C -6.6094 1.6811 -0.6091 -0.4 -0.1 -0.4
C -7.8069 2.5375 -1.0440 0.0 0.5 0.5
H -3.8512 4.3671 -1.7512 -0.2 0.1 0.0
H -3.0001 3.7805 -0.3893 0.0 0.3 0.5
H -3.9500 5.3330 -0.2911 0.2 -0.1 0.3
H -5.1717 3.4238 0.8424 0.1 -0.3 0.1
H -6.0373 4.1546 -0.4607 0.1 0.0 -0.2
H -3.2470 1.7838 -0.9011 -0.1 0.3 0.0
H -4.2325 1.2306 0.4456 0.3 -0.4 0.1
H -3.4290 -0.5425 -1.4231 0.1 0.2 0.3
H -5.1257 -0.5760 -0.9621 -0.1 -0.1 -0.3
H -4.5514 0.2895 -2.4515 -0.4 -0.2 0.0
H -6.6448 1.4561 0.4711 -0.1 0.0 0.1
H -6.7102 0.7298 -1.1282 0.2 0.0 0.0
H -8.1302 3.2430 -0.2747 0.2 0.0 0.1
H -8.6947 1.9478 -1.2663 0.2 -0.2 -0.1
H -7.5399 3.1421 -1.9112 0.0 -0.2 -0.2
C -2.4882 -2.9583 -0.1569 0.1 -1.0 0.7
C -2.4502 -4.0689 0.9144 0.5 1.1 0.4
N -1.4093 -3.9241 1.9664 1.1 0.1 -0.5
C -0.0684 -4.1237 1.3429 0.6 0.6 0.4
C 1.1518 -3.7426 2.2351 -0.7 0.0 -0.1
C -1.6056 -4.9505 2.9886 -0.4 -0.6 0.2
C -2.7895 -4.6778 3.9143 -0.1 0.7 -0.3
H -3.3548 -3.2406 -0.7552 0.1 0.4 -0.3
H -1.5868 -2.9838 -0.7679 -0.1 0.2 -0.2
H -2.6334 -1.9634 0.2638 0.0 0.0 -0.1
H -3.3887 -3.9988 1.4618 -0.2 -0.5 -0.2
H -2.3008 -5.0176 0.3866 -0.4 -0.2 0.2
H 0.0641 -5.1495 0.9788 -0.2 -0.1 0.0
H -0.0041 -3.4530 0.4865 -0.1 -0.1 -0.1
H 2.1077 -3.8318 1.7212 -0.2 -0.2 -0.4
H 1.0958 -2.6821 2.4878 0.0 0.0 0.3
H 1.2419 -4.3393 3.1421 -0.1 0.1 0.1
H -0.7112 -5.0772 3.5988 0.1 0.3 -0.1
H -1.7369 -5.9140 2.4717 -0.1 -0.1 0.2
H -2.7829 -3.6172 4.1896 0.1 0.0 0.1
H -2.7714 -5.2457 4.8413 0.1 -0.2 -0.1
H -3.7448 -4.8262 3.4104 0.0 -0.2 0.1
C 2.9393 -3.1280 -1.2842 -0.6 0.2 -0.4
C 1.7513 -3.3876 -2.2261 0.0 0.2 0.2
N 1.8449 -4.5839 -3.0389 0.0 -0.5 0.1
C 2.9534 -4.6502 -3.9903 0.1 0.4 0.2
C 3.1979 -3.3406 -4.7188 0.3 0.2 -0.1
C 1.6720 -5.8175 -2.2766 -1.3 0.1 -1.1
C 1.3767 -7.0211 -3.1907 0.7 -0.1 0.4
H 3.0888 -4.0050 -0.6526 0.3 0.0 -0.1
H 2.6828 -2.2974 -0.6256 0.1 0.1 -0.1
H 3.8114 -2.8735 -1.8857 0.3 -0.1 0.4
H 0.8577 -3.4169 -1.5942 -0.1 -0.4 -0.2
H 1.5425 -2.5616 -2.9077 0.3 0.2 0.2
H 3.9004 -4.9351 -3.5068 0.0 -0.2 0.1
H 2.7074 -5.4132 -4.7261 0.1 -0.1 0.0
H 2.3739 -3.1214 -5.3992 0.0 0.3 0.1
H 3.3887 -2.5146 -4.0301 -0.4 0.0 -0.1
H 4.1152 -3.3682 -5.3106 -0.1 -0.4 -0.1
H 0.7603 -5.6385 -1.6980 0.2 -0.1 0.4
H 2.4932 -6.1005 -1.6050 0.1 0.2 0.1
H 0.6994 -6.8513 -4.0254 -0.2 0.4 0.2
H 0.9624 -7.8112 -2.5617 0.1 -0.1 -0.2
H 2.3155 -7.3725 -3.6226 -0.1 -0.2 0.0
```
Forces are in eV/Å.

- LUMO energy: -2.7 eV
- Spin multiplicity: 1
- HOMO-LUMO gap: 0.2558 Ha
- Total energy: -4537.73265 hartree
- ΔE to the lowest compared entry with this formula, charge and spin: 102.1 kJ/mol
- Net charge: +1

3.
Here is a molecular structure, C24H22Cl3F4N3Pd from the Open Molecules 2025 dataset. Energies are from ωB97M-V/def2-TZVPD.

```
57
Properties=species:S:1:pos:R:3:forces:R:3
Pd -0.2525 0.4874 0.1261 -0.7 -1.2 0.0
C -0.3036 2.8328 -2.4050 0.1 0.2 0.1
C -1.1720 1.6085 -2.5163 -0.2 -0.1 0.0
N -0.6375 0.3355 -1.9418 -0.3 0.0 -0.1
C 0.5046 -0.1085 -2.7803 0.0 0.1 0.0
C 1.0212 -1.4907 -2.4473 0.1 0.0 0.0
C -1.7872 -0.6448 -2.0538 0.0 -0.1 -0.2
C -1.9140 -1.6907 -0.9588 0.1 0.0 -0.3
N -1.8132 -0.9958 0.3020 -0.3 0.5 -0.4
C -2.0184 -1.6300 1.4564 0.2 0.1 0.5
C -1.5261 -1.0184 2.6388 0.0 -0.2 0.1
F -0.8314 0.1587 2.5024 -0.1 -0.1 0.1
C -1.6414 -1.5732 3.8899 0.0 0.0 0.0
F -1.1191 -0.9107 4.9379 0.0 -0.1 0.0
C -2.2647 -2.7965 4.0884 0.0 0.1 -0.3
C -2.7413 -3.4264 2.9501 0.1 0.1 0.1
F -3.3551 -4.6170 3.0662 0.0 0.0 0.0
C -2.6270 -2.8834 1.6850 -0.1 0.0 0.1
F -3.1474 -3.5821 0.6448 0.0 0.0 0.1
H -0.8779 3.6804 -2.7787 0.0 0.1 -0.1
H 0.6105 2.7705 -2.9950 0.0 0.0 0.1
H -0.0480 3.0410 -1.3624 -0.1 -0.1 -0.2
H -1.4014 1.4065 -3.5739 0.0 0.0 0.1
H -2.1232 1.8089 -2.0202 0.1 0.0 0.1
H 1.2954 0.6315 -2.6662 0.0 -0.1 0.0
H 0.1687 -0.0808 -3.8269 0.0 0.0 0.0
H 1.2148 -1.6074 -1.3823 0.0 0.1 0.0
H 1.9611 -1.6499 -2.9719 0.1 0.0 0.0
H 0.3307 -2.2702 -2.7599 -0.1 -0.1 0.0
H -1.7425 -1.1018 -3.0513 0.0 0.0 0.1
H -2.6993 -0.0507 -2.0124 0.0 0.0 0.0
H -1.1569 -2.4848 -1.0599 -0.1 0.1 0.0
H -2.8857 -2.1712 -1.1312 0.1 0.0 0.0
H -2.3723 -3.2284 5.0683 0.0 0.0 0.1
C 3.9083 -2.1364 2.0282 0.1 0.0 0.0
C 2.5161 -2.2910 1.8790 -0.1 0.0 0.0
C 1.7790 -1.3367 1.2408 0.0 0.0 0.0
C 2.3905 -0.1628 0.7163 -0.1 0.1 -0.1
C 1.6433 0.8655 0.0481 0.6 0.9 0.0
C 2.3145 1.9621 -0.4358 0.1 -0.2 0.1
C 3.7185 2.0868 -0.3004 -0.1 0.0 0.0
C 4.4386 1.1206 0.3326 0.0 0.1 0.0
C 3.7917 -0.0194 0.8597 0.0 -0.1 0.1
C 4.5271 -1.0311 1.5265 0.0 0.0 0.0
H 4.4821 -2.8989 2.5370 0.0 0.0 0.0
H 2.0252 -3.1730 2.2677 0.0 0.0 0.0
H 0.7100 -1.4922 1.1222 0.1 0.0 0.0
H 1.7834 2.7677 -0.9157 0.0 0.0 0.0
H 4.2128 2.9663 -0.6922 0.0 0.0 0.0
H 5.5097 1.2118 0.4470 0.1 0.0 0.0
H 5.5961 -0.9066 1.6326 0.1 0.0 0.0
Cl -4.2666 5.1437 1.3726 0.0 0.0 0.0
C -3.1986 4.6191 0.0713 0.1 -0.1 0.0
Cl -4.1391 4.2055 -1.3797 0.1 0.1 0.1
Cl -2.0059 5.8767 -0.3065 -0.1 -0.1 0.0
C -2.4785 3.4125 0.4953 0.1 -0.2 0.0
N -1.9060 2.4616 0.7929 -0.2 0.4 0.0
```
Forces are in eV/Å.

- LUMO energy: -0.2 eV
- Spin multiplicity: 1
- HOMO-LUMO gap: 0.2459 Ha
- Total energy: -2999.81602 hartree
- ΔE to the lowest compared entry with this formula, charge and spin: 27.9 kJ/mol

4.
Here is a gas-phase ion, C21H35F13NO5P2 (charge -1) from the Open Molecules 2025 dataset. Energies are from ωB97M-V/def2-TZVPD.

```
77
Properties=species:S:1:pos:R:3:forces:R:3
C -0.9158 0.7654 3.4306 1.2 -1.1 -0.2
C -1.6681 -0.5988 2.8079 -1.3 0.8 3.3
C -2.4694 -0.4226 1.4483 -1.8 0.8 2.1
C -3.1915 1.0831 1.5698 -0.4 -0.7 2.2
P -1.6660 -0.8925 -0.2445 1.3 0.0 2.0
C -1.1578 0.9476 -0.5547 1.3 2.6 -0.3
C 0.0499 1.2562 -1.6058 0.5 1.8 0.2
C 0.7475 2.7139 -1.1629 1.5 -1.5 -2.3
O 0.0376 3.8795 -1.7559 0.2 -0.7 3.2
C -0.4721 4.6117 -0.5714 0.0 -0.5 -0.3
C -1.1691 -1.4274 -2.0303 0.9 -1.4 -3.4
C -1.9011 -0.7260 -3.2948 1.2 -0.5 -2.4
C -2.9765 -1.6932 -4.1370 -0.2 -4.2 0.3
N -4.1878 -1.0086 -4.7906 2.0 0.1 0.1
O -2.8379 -3.0036 -4.3259 -0.5 7.8 1.2
C 0.0041 -1.4199 0.4444 3.4 -2.7 0.5
C 1.1142 -0.4720 1.0326 2.4 -1.2 1.7
C 2.6372 -1.0853 0.6599 -1.6 0.0 0.6
F 2.9874 -0.7706 -0.7328 -0.3 -1.2 3.8
F 2.7078 -2.5711 0.9306 0.1 4.3 -1.5
C 3.6795 -0.4338 1.7965 -1.6 -1.6 2.1
F 3.2471 0.8986 2.2878 1.9 -3.9 -2.0
F 3.4539 -1.3374 2.9934 0.8 3.0 -3.5
C 5.2576 -0.5811 1.4220 2.0 -2.7 2.2
F 5.5230 -1.6753 0.4116 -1.1 4.2 3.1
F 5.9231 -1.1274 2.6710 -1.9 1.9 -3.8
C 6.0945 0.7730 1.0944 3.6 0.3 1.5
F 7.5489 0.3598 1.2067 -4.6 1.1 -0.4
F 5.9814 1.8557 2.1432 -0.2 -3.7 -3.6
C 5.9423 1.4389 -0.3746 2.0 0.8 -2.9
F 5.4792 0.5631 -1.4685 1.3 2.6 4.1
F 7.3351 1.8664 -0.7891 -4.4 -1.2 1.3
C 5.0646 2.8384 -0.4410 -1.4 2.6 -2.2
F 4.9549 3.1625 -1.9137 0.4 -1.0 5.1
F 5.7638 4.0093 0.1622 -2.7 -4.4 -1.8
F 3.6737 2.7216 0.0423 5.2 0.4 -1.3
C -2.0682 -2.7938 -0.0392 -0.2 -3.0 -0.9
O -2.4671 -3.2479 1.2693 0.8 -1.9 0.5
C -2.0195 -4.6599 1.4701 -0.3 0.7 -0.3
P -3.6642 -0.7103 -1.0056 -1.7 -2.4 -4.4
O -4.8983 -1.7175 -0.4152 -1.5 2.7 1.2
O -4.2493 0.7417 -1.5803 -2.7 0.8 1.6
H -0.5757 1.5160 2.6044 -0.7 -1.3 1.5
H 0.0793 0.3380 3.9313 -2.1 1.3 -0.8
H -1.5620 1.3061 4.2421 1.2 -1.0 -1.7
H -0.9973 -1.5235 3.0095 -1.1 1.6 -1.0
H -2.5159 -0.7385 3.6531 1.7 0.0 -1.8
H -3.4982 -1.0331 1.5894 2.7 0.6 -0.5
H -4.1782 1.2034 0.9669 2.0 -0.1 0.7
H -2.4925 1.9976 1.5560 -1.3 -1.4 -0.4
H -3.5843 1.0505 2.7057 0.7 0.2 -2.3
H -2.0277 1.6519 -0.8797 1.3 -1.4 0.6
H -0.7407 1.4746 0.4379 -1.1 -1.5 -1.8
H -0.3052 1.4589 -2.7267 0.8 -0.7 2.5
H 0.9405 0.4942 -1.5865 -1.9 1.3 -0.1
H 1.8099 2.6906 -1.7077 -2.1 0.2 1.3
H 0.9286 2.8002 -0.0104 -0.5 0.0 -2.1
H -1.1374 5.4853 -0.9730 1.3 -1.6 1.0
H -1.0732 3.8045 0.0632 1.0 2.1 -1.1
H 0.4781 4.9757 0.0305 -2.1 -0.4 -1.0
H -1.3494 -2.5936 -2.2371 0.2 2.6 0.6
H 0.0018 -1.3478 -2.2519 -2.4 0.1 0.7
H -2.2547 0.3802 -3.1766 0.1 -2.3 0.0
H -1.0523 -0.6097 -4.1396 -1.5 -0.2 1.5
H -4.8194 -0.5871 -4.0740 1.2 -0.3 -0.5
H -3.7883 -0.2372 -5.4038 -0.8 -1.0 1.3
H -0.0999 -2.2986 1.2588 -0.1 2.3 -1.6
H 0.5826 -2.0726 -0.3839 -1.4 1.6 1.5
H 1.2039 0.6466 0.8035 -0.4 -1.7 0.0
H 1.1354 -0.5802 2.2239 -0.2 0.5 -2.6
H -2.8569 -3.1843 -0.8188 1.2 0.7 1.3
H -1.0928 -3.4473 -0.2830 -1.8 1.7 0.1
H -2.2674 -5.2189 0.4695 0.4 0.6 2.1
H -0.8580 -4.6744 1.6287 -2.0 0.0 -0.2
H -2.5750 -5.1150 2.4151 1.1 1.0 -2.1
H -5.6234 -1.1711 0.0533 1.5 -1.3 -0.5
H -5.0630 1.0478 -1.0511 1.7 -0.2 -0.9
```
Forces are in eV/Å.

- LUMO energy: 1.0 eV
- Spin multiplicity: 1
- HOMO-LUMO gap: 0.1400 Ha
- Total energy: -3232.45792 hartree
- ΔE to the lowest compared entry with this formula, charge and spin: 1527.2 kJ/mol
- Net charge: -1

Calculated F_max, 5.0; 5.1; 1.3; 7.9 eV/A (same order as the records).